Record 1
10
Properties=species:S:1:pos:R:3 method="wB97M-V/def2-TZVPD" multiplicity=6 gap_ev="6.56 / 6.40" charge=+1 s2=8.76
C 0.00 -1.73 -0.06
C -0.80 -0.67 -0.04
O -0.41 0.61 0.23
Rh -1.03 2.31 1.18
H 1.07 -1.66 0.13
H -0.43 -2.70 -0.28
H -1.87 -0.74 -0.24
O 0.78 2.49 0.22
C 0.93 1.36 -0.28
O 1.75 0.73 -0.87



Record 2
37
Properties=species:S:1:pos:R:3 method="wB97M-V/def2-TZVPD" multiplicity=5 gap_ev="7.17 / 5.96" charge=-1 s2=6.01
Fe -0.04 -0.06 -1.64
C 1.79 -1.73 1.44
C 2.44 -1.30 0.13
O 1.59 -0.70 -0.74
H 1.51 -0.85 2.04
H 2.52 -2.27 2.05
H 0.91 -2.34 1.23
H 2.89 -2.23 -0.29
H 3.31 -0.65 0.38
C 2.23 2.32 -1.33
C 1.28 2.53 -2.51
O 0.18 1.69 -2.51
H 2.92 1.49 -1.51
H 1.66 2.05 -0.44
H 2.83 3.22 -1.13
H 1.84 2.38 -3.46
H 0.98 3.60 -2.50
C -1.84 -3.27 -0.92
C -2.30 -1.92 -1.48
O -1.34 -1.32 -2.27
H -1.20 -3.18 -0.04
H -1.28 -3.80 -1.69
H -2.71 -3.90 -0.67
H -2.56 -1.27 -0.62
H -3.24 -2.09 -2.04
C -0.17 1.75 2.21
C -0.97 0.70 1.48
C -2.42 0.65 1.93
O -0.90 0.95 0.07
H -0.59 2.75 2.07
H 0.85 1.75 1.81
H -0.07 1.52 3.27
H -0.48 -0.26 1.60
H -2.44 0.48 3.01
H -2.98 -0.12 1.41
H -2.90 1.62 1.75
H -1.30 1.81 -0.12



Record 3
12
Properties=species:S:1:pos:R:3 method="wB97M-V/def2-TZVPD" gap_ev="9.92 / 5.28"
C -2.02 -1.17 0.73
C 3.58 0.56 -0.53
O -0.83 -0.64 0.86
Si 1.85 1.36 -0.21
Cl 3.35 -1.20 0.19
H -2.40 -1.92 1.56
H -2.06 -1.52 -0.35
H -2.82 -0.47 0.80
H 3.89 0.49 -1.60
H 4.59 0.83 -0.02
H 1.90 2.53 -1.12
H 0.78 0.62 0.30



Record 4
39
Properties=species:S:1:pos:R:3 method="wB97M-V/def2-TZVPD" multiplicity=3 gap_ev="8.06 / 5.93" charge=+1 s2=2.01
Au -0.37 -0.14 -1.41
C 4.08 -0.46 -1.81
C 2.71 -0.53 -2.08
N 1.81 -0.57 -1.12
C 2.19 -0.51 0.17
C 3.55 -0.45 0.53
C 4.50 -0.41 -0.50
C 3.92 -0.42 1.91
C 2.98 -0.43 2.88
C 1.59 -0.45 2.55
C 0.58 -0.42 3.53
C -0.74 -0.45 3.14
C -1.04 -0.51 1.78
N -0.10 -0.54 0.86
C 1.19 -0.51 1.20
H 4.78 -0.45 -2.63
H 2.34 -0.55 -3.09
H 5.55 -0.34 -0.26
H 4.97 -0.40 2.16
H 3.26 -0.43 3.92
H 0.85 -0.38 4.57
H -1.54 -0.41 3.86
H -2.06 -0.54 1.43
F -6.50 -0.39 -1.07
C -5.17 -0.40 -1.25
C -4.56 0.72 -1.79
C -3.18 0.74 -1.93
C -2.43 -0.35 -1.51
C -3.06 -1.48 -1.01
C -4.44 -1.51 -0.88
H -5.16 1.57 -2.10
H -2.71 1.61 -2.35
H -2.49 -2.35 -0.71
H -4.95 -2.39 -0.51
C -0.08 2.93 -1.28
O 0.57 1.78 -1.58
H -0.32 3.47 -2.22
H 0.53 3.57 -0.63
H -1.04 2.76 -0.78



Record 5
17
Properties=species:S:1:pos:R:3 method="wB97M-V/def2-TZVPD" gap_ev=7.57
C -0.71 1.62 1.54
C -2.77 0.68 0.21
C 0.64 -1.48 0.77
C 1.13 0.66 -0.35
C -0.01 -0.22 0.14
N -0.56 2.52 2.27
N -0.82 0.41 1.14
S -2.94 -0.15 -1.12
S -3.82 1.42 1.28
H -0.15 -2.04 1.20
H 1.18 -2.14 -0.02
H 1.25 -1.16 1.64
H 1.13 1.38 0.44
H 0.80 1.00 -1.28
H 2.03 0.04 -0.48
H -0.59 -0.59 -0.67
H -4.95 1.71 0.59



Record 6
64
Properties=species:S:1:pos:R:3 method="wB97M-V/def2-TZVPD" gap_ev=10.21 smiles="O=C1OC[C@@H](F)O1.O=C1OC[C@@H](F)O1.C[N+](=O)[O-].C[N+](=O)[O-].O=S1(=O)CCCC1.O=S1(=O)CCCC1"
O 26.13 14.66 -9.38
C 25.89 13.57 -9.78
O 25.88 13.24 -11.07
C 24.93 12.17 -11.27
C 24.96 11.52 -9.89
F 25.87 10.51 -9.85
O 25.37 12.58 -9.02
H 23.98 12.62 -11.52
H 25.38 11.52 -12.01
H 24.01 11.11 -9.55
O 32.01 9.92 -12.65
C 30.96 10.46 -12.79
O 29.83 10.13 -12.14
C 28.81 11.04 -12.46
C 29.47 12.08 -13.37
F 29.71 13.24 -12.70
O 30.75 11.48 -13.63
H 27.93 10.55 -12.89
H 28.44 11.57 -11.58
H 28.98 12.23 -14.33
C 27.84 12.46 -6.52
N 27.67 11.05 -6.97
O 28.66 10.48 -7.37
O 26.60 10.50 -6.78
H 27.98 12.32 -5.45
H 26.89 12.92 -6.76
H 28.69 12.90 -7.02
C 23.40 12.78 -14.92
N 22.21 12.01 -15.38
O 22.38 11.24 -16.29
O 21.15 12.27 -14.84
H 23.11 13.44 -14.11
H 23.63 13.36 -15.82
H 24.18 12.07 -14.67
O 22.54 7.89 -11.59
S 23.26 8.22 -12.79
O 23.73 9.59 -12.98
C 24.64 7.07 -13.11
C 24.19 6.17 -14.22
C 23.36 6.98 -15.21
C 22.34 7.66 -14.32
H 24.97 6.66 -12.16
H 25.44 7.75 -13.41
H 25.06 5.69 -14.68
H 23.59 5.30 -13.93
H 22.97 6.35 -16.01
H 24.06 7.67 -15.68
H 21.56 7.06 -13.85
H 21.91 8.57 -14.76
O 24.14 17.76 -11.77
S 22.71 17.73 -11.56
O 21.82 18.85 -11.79
C 22.05 16.25 -12.41
C 21.75 15.24 -11.26
C 22.53 15.59 -10.00
C 22.42 17.12 -9.85
H 22.80 15.93 -13.12
H 21.16 16.64 -12.90
H 20.68 15.22 -11.02
H 21.93 14.26 -11.70
H 23.59 15.43 -10.23
H 22.23 14.99 -9.15
H 22.96 17.68 -9.09
H 21.37 17.37 -9.69



Record 7
17
Properties=species:S:1:pos:R:3 method="wB97M-V/def2-TZVPD" gap_ev=11.93 smiles=CC.O.O.O
C -1.20 -0.51 2.08
C -0.50 0.78 2.15
H -1.97 -0.53 2.88
H -1.83 -0.64 1.11
H -0.51 -1.40 2.16
H -1.09 1.45 3.02
H -0.30 1.45 1.25
H 0.54 0.50 2.59
O 1.49 1.24 -1.03
H 1.56 1.50 -2.02
H 1.34 0.27 -1.06
O 1.47 -1.54 -0.95
H 1.08 -1.40 -0.06
H 0.67 -1.56 -1.41
O -1.29 0.09 -1.92
H -0.64 0.55 -1.38
H -1.99 -0.14 -1.31



Record 8
10
Properties=species:S:1:pos:R:3 method="wB97M-V/def2-TZVPD" gap_ev=9.69 smiles="C=C(C#N)C(=O)S"
C -0.91 1.36 0.00
C -0.29 0.18 0.01
C -1.04 -1.04 0.00
N -1.62 -2.05 -0.01
C 1.22 0.18 -0.01
O 1.83 1.22 0.00
S 2.11 -1.36 0.00
H -2.02 1.44 0.00
H -0.33 2.30 0.00
H 1.06 -2.21 0.02



Which molar mass belongs to each record? In order, 190.0; 251.1; 110.6; 503.3; 160.3; 574.5; 84.1; 113.1 g mol⁻¹.
Which energy relative to the best compared isomer or geometry (same formula, charge and spin) belongs to each record? In order, 0.0; 0.0; 210.2; 13.7; 85.6; 0.0; 26.6; 0.0 kcal/mol.
Which DFT total energy belongs to each record? In order, -451.83995; -1921.40274; -905.10875; -1153.00105; -1101.04968; -2785.23208; -309.06781; -682.37071 Ha.